Record 1
This record from the OMol25 dataset describes a structure of composition C30H36BrF3IN4OsSi2. The level of theory is wB97M-V/def2-TZVPD.

- Orbital gap (alpha / beta): 6.644 / 5.989 eV
- Highest occupied orbital energy (alpha / beta): -9.60 / -11.25 eV
- LUMO energy (alpha / beta): -3.0 / -5.3 eV

Geometry as ORCA input:
```
! RIJCOSX wB97M-V def2-TZVPD def2/J DEFGRID3
* xyz 1 5
Os 0.78 1.41 0.74
C 0.93 -2.46 4.92
C -0.41 -2.12 4.77
C -0.78 -1.05 3.97
C 0.21 -0.32 3.28
C 1.57 -0.64 3.48
C 1.92 -1.70 4.29
N -0.14 0.71 2.44
N -1.37 1.28 2.78
C -1.70 2.23 1.95
C -2.90 2.97 2.19
C -3.22 4.01 1.38
C -2.37 4.37 0.30
C -1.21 3.67 0.03
C -0.85 2.56 0.81
H 1.21 -3.29 5.56
H -1.17 -2.68 5.28
H -1.81 -0.77 3.85
H 2.33 0.00 3.07
H 2.96 -1.92 4.46
H -3.52 2.69 3.03
H -4.12 4.58 1.57
H -2.63 5.22 -0.32
H -0.58 4.01 -0.77
C -1.24 -1.45 -4.12
Si -0.23 -1.68 -2.57
C 1.48 -0.96 -2.91
C -0.06 -3.50 -2.20
C -1.12 -0.90 -1.11
Si -2.82 -1.43 -0.52
C -3.91 -1.87 -1.95
C -2.57 -2.90 0.60
C -3.62 -0.07 0.47
H -0.62 -1.67 -5.00
H -1.62 -0.43 -4.22
H -2.10 -2.13 -4.15
H 2.20 -1.77 -3.04
H 1.86 -0.31 -2.13
H 1.47 -0.39 -3.84
H 0.60 -3.98 -2.92
H -1.03 -4.00 -2.26
H 0.34 -3.68 -1.20
H -0.60 -0.23 -0.41
H -3.63 -2.82 -2.42
H -3.91 -1.10 -2.73
H -4.94 -1.98 -1.60
H -2.08 -3.73 0.08
H -3.54 -3.26 0.97
H -1.96 -2.63 1.46
H -3.59 0.90 -0.04
H -3.13 0.04 1.44
H -4.67 -0.31 0.66
Br 1.88 3.33 -5.64
C 1.58 2.87 -3.86
C 2.57 3.07 -2.91
C 2.31 2.70 -1.60
N 1.15 2.14 -1.23
C 0.19 1.96 -2.16
C 0.37 2.31 -3.48
H 3.52 3.51 -3.16
H 3.04 2.86 -0.83
H -0.74 1.52 -1.83
H -0.43 2.15 -4.19
I 5.07 1.71 0.59
C 3.96 -0.06 0.52
C 4.73 -1.23 0.49
C 4.10 -2.45 0.42
C 2.71 -2.48 0.38
C 2.04 -1.29 0.41
N 2.63 -0.07 0.49
H 5.80 -1.15 0.52
H 4.68 -3.36 0.41
H 2.16 -3.41 0.32
H 0.95 -1.30 0.39
F 0.93 3.44 2.78
C 1.72 2.79 1.91
F 2.34 3.76 1.19
F 2.69 2.21 2.68
*
```

---

Record 2
This record from the OMol25 dataset describes a structure of composition C30H36CrF3IN3O2P in a non-equilibrium geometry. The level of theory is wB97M-V/def2-TZVPD.

- Orbital gap (alpha / beta): 6.837 / 6.633 eV
- Highest occupied orbital energy (alpha / beta): -10.53 / -10.26 eV
- LUMO energy (alpha / beta): -3.7 / -3.6 eV

Geometry as ORCA input:
```
! RIJCOSX wB97M-V def2-TZVPD def2/J DEFGRID3
* xyz 1 2
Cr -0.07 -0.73 0.64
C 1.30 -2.25 2.45
C 0.39 -3.15 1.83
C 0.64 -3.12 0.45
C 1.60 -2.07 0.19
C 2.04 -1.58 1.45
C 3.18 -0.64 1.68
C 2.42 -1.96 -1.07
C 0.13 -4.11 -0.54
C -0.51 -4.11 2.54
C 1.48 -2.11 3.92
H 3.02 -0.02 2.56
H 3.32 0.01 0.82
H 4.10 -1.21 1.83
H 1.82 -2.18 -1.96
H 3.25 -2.67 -1.04
H 2.83 -0.96 -1.17
H 0.19 -3.73 -1.57
H -0.90 -4.42 -0.34
H 0.75 -5.01 -0.49
H -1.32 -4.46 1.90
H -0.95 -3.65 3.43
H 0.06 -4.98 2.87
H 2.01 -1.19 4.17
H 2.06 -2.95 4.30
H 0.52 -2.12 4.44
N -4.15 -2.63 -5.10
C -3.44 -2.32 -4.26
C -2.57 -1.96 -3.18
C -2.86 -2.37 -1.88
C -2.01 -2.02 -0.86
N -0.91 -1.27 -1.04
C -0.63 -0.88 -2.30
C -1.42 -1.21 -3.38
H -3.74 -2.97 -1.68
H -2.20 -2.35 0.15
H 0.26 -0.28 -2.41
H -1.14 -0.88 -4.38
F 4.75 4.60 -5.40
C 4.10 5.23 -4.41
F 3.22 6.08 -4.98
F 5.00 5.99 -3.75
C 3.41 4.28 -3.48
C 2.72 4.79 -2.39
C 2.06 3.93 -1.53
C 2.08 2.55 -1.75
C 2.78 2.05 -2.85
C 3.45 2.91 -3.71
C 1.38 1.63 -0.90
C 0.79 0.80 -0.23
H 2.70 5.86 -2.22
H 1.51 4.34 -0.68
H 2.81 0.99 -3.02
H 3.99 2.51 -4.56
C -3.89 1.17 -0.93
P -3.46 0.77 0.78
C -3.74 2.26 1.77
C -4.67 -0.44 1.36
O -2.05 0.28 0.92
H -4.92 1.52 -0.99
H -3.77 0.27 -1.54
H -3.21 1.94 -1.30
H -4.71 2.69 1.54
H -2.95 2.98 1.57
H -3.71 1.98 2.83
H -5.65 0.02 1.46
H -4.35 -0.81 2.34
H -4.74 -1.28 0.67
N 0.51 2.21 2.45
C 0.11 1.14 3.13
O 0.00 0.02 2.62
C -0.14 1.28 4.61
I -1.42 2.92 5.13
H 0.71 2.09 1.46
H 0.59 3.12 2.87
H 0.80 1.44 5.13
H -0.60 0.37 4.98
*
```

---

Record 3
This record from the OMol25 dataset describes a structure of composition C30H36FeN2O6Sb2. The level of theory is wB97M-V/def2-TZVPD.

- Orbital gap (alpha / beta): 7.693 / 7.634 eV
- Highest occupied orbital energy (alpha / beta): -7.72 / -7.66 eV
- LUMO energy (alpha / beta): 0.0 / 0.0 eV

Geometry as ORCA input:
```
! RIJCOSX wB97M-V def2-TZVPD def2/J DEFGRID3
* xyz 0 1
Fe -0.03 -0.54 1.33
O -0.48 -1.47 3.01
C -0.04 -1.13 4.11
C 0.94 -0.13 4.40
C 1.19 0.14 5.75
C 2.12 1.07 6.12
C 2.88 1.75 5.14
C 2.68 1.49 3.82
C 1.69 0.55 3.38
O 1.55 0.35 2.13
N 2.35 1.34 7.53
O 1.68 0.74 8.34
O 3.20 2.16 7.81
H -0.44 -1.67 4.98
H 0.63 -0.38 6.52
H 3.62 2.47 5.47
H 3.25 2.00 3.06
C 3.32 1.14 -0.52
Sb 1.18 1.28 -0.63
C 0.94 3.16 0.34
C 1.08 2.12 -2.65
C 1.28 1.09 -3.72
C 2.57 0.63 -4.00
C 2.82 -0.36 -4.94
C 1.75 -0.91 -5.64
C 0.47 -0.45 -5.40
C 0.20 0.55 -4.45
C -1.21 0.97 -4.22
Sb -1.96 0.19 -2.30
C -3.79 -0.60 -3.11
C -0.88 -1.65 -2.50
H 3.78 2.11 -0.72
H 3.68 0.41 -1.24
H 3.57 0.81 0.48
H 1.72 3.86 0.04
H 0.97 3.00 1.42
H -0.04 3.57 0.08
H 1.86 2.88 -2.69
H 0.12 2.62 -2.73
H 3.40 1.08 -3.46
H 3.83 -0.69 -5.13
H 1.93 -1.68 -6.38
H -0.36 -0.86 -5.96
H -1.86 0.59 -5.00
H -1.31 2.06 -4.19
H -3.60 -1.12 -4.05
H -4.51 0.20 -3.27
H -4.21 -1.30 -2.39
H -1.06 -2.09 -3.48
H -1.21 -2.31 -1.70
H 0.18 -1.45 -2.39
C -2.81 2.46 2.40
C -2.30 1.12 1.92
O -1.06 1.00 1.90
C -3.23 0.09 1.53
C -4.61 0.28 1.77
C -5.55 -0.64 1.40
C -5.13 -1.81 0.74
C -3.80 -2.02 0.47
C -2.80 -1.09 0.85
O -1.58 -1.36 0.51
H -1.95 3.12 2.54
H -3.33 2.35 3.35
H -3.50 2.90 1.68
H -4.93 1.17 2.28
H -6.60 -0.48 1.62
H -5.86 -2.55 0.43
H -3.47 -2.92 -0.04
C 2.98 -3.08 -2.07
C 2.07 -3.78 -1.06
C 1.48 -2.82 -0.12
N 1.04 -2.00 0.54
H 3.40 -3.82 -2.75
H 3.79 -2.56 -1.57
H 2.42 -2.35 -2.66
H 2.62 -4.52 -0.48
H 1.25 -4.29 -1.55
*
```

---

What did we get for total energy? Answer: -142165.24587; -94218.36507; -94419.49136 eV, in the order shown.